No. 1
12
Properties=species:S:1:pos:R:3:nbo_charge:R:1 method="wB97M-V/def2-TZVPD" e_tot_ev=-7325.3143 orbital_gap_ev=10.09 lumo_energy_ev=1.2011 charge=0
C 0.0308 1.1783 0.9102 -0.33
C 0.6929 0.3622 1.6569 0.11
C 0.4888 -0.9771 -1.5437 -0.41
C -0.6100 -0.2706 -1.2411 -0.17
C -0.9275 0.2076 0.4655 0.06
O -0.1517 -0.7581 1.2759 -0.52
H 0.3717 2.1639 0.5597 0.21
H 1.5602 0.3387 2.2946 0.21
H 0.5700 -1.3333 -2.5738 0.21
H 1.2983 -1.2119 -0.7363 0.23
H -1.3412 0.0219 -1.8843 0.18
H -1.9822 0.2782 0.8165 0.21

No. 2
9
Properties=species:S:1:pos:R:3:nbo_charge:R:1 method="wB97M-V/def2-TZVPD" e_tot_ev=-8188.5713 orbital_gap_ev="6.99 / 6.93" lumo_energy_ev="-2.9241 / -2.9681" charge=0
C -0.9733 2.0833 0.9383 0.14
C -0.6972 0.8111 -1.3495 0.13
C 0.9186 -0.5661 0.5068 0.23
C 1.1045 -1.8329 0.2598 -0.77
C -0.9103 1.5130 -0.2689 0.08
N -1.1410 2.4686 2.0423 -0.17
N -0.4882 0.1390 -2.2776 -0.19
H 1.8037 -2.5100 0.5461 0.27
H 0.3832 -2.1060 -0.3974 0.28

No. 3
49
Properties=species:S:1:pos:R:3:nbo_charge:R:1 method="wB97M-V/def2-TZVPD" e_tot_ev=-61387.1748 orbital_gap_ev="8.31 / 4.71" lumo_energy_ev="-5.6375 / -9.1775" multiplicity=3 charge=+2
C 0.0007 0.7670 -6.3063 -0.76
C -0.0003 0.8808 -4.8153 0.58
H 0.0027 1.7679 -6.7620 0.28
H -0.8928 0.2206 -6.6562 0.28
H 0.8929 0.2177 -6.6549 0.28
O 0.0012 1.8738 -4.1304 -0.46
I -0.0025 -1.3296 -3.8701 0.23
Au -0.0095 0.1002 -1.8722 0.45
P 2.1800 0.0598 -0.9693 0.85
C 2.6643 1.3475 0.2108 -0.95
C 2.5597 -1.5313 -0.1650 -0.95
H 3.6317 -1.7534 -0.2688 0.26
H 4.3996 0.0868 -1.9356 0.25
H 1.9595 -2.3168 -0.6513 0.29
H 3.1871 -0.6432 -3.0424 0.26
H 2.1949 1.1751 1.1920 0.22
H 2.3052 -1.5022 0.9052 0.21
C 3.3735 0.1662 -2.3253 -0.95
H 3.7577 1.3746 0.3325 0.26
H 3.2486 1.1309 -2.8335 0.26
H 2.3227 2.3192 -0.1741 0.27
P -2.2043 0.0670 -0.9757 0.84
C -2.7385 1.3813 0.1506 -0.95
C -3.3881 0.1002 -2.3452 -0.95
H -1.9651 -2.2991 -0.5974 0.29
H -3.6213 -1.7277 -0.1566 0.26
H -2.2380 -1.4314 0.9443 0.21
C -2.5462 -1.5011 -0.1099 -0.95
H -3.1953 -0.7428 -3.0201 0.26
H -4.4162 0.0400 -1.9581 0.25
H -3.8135 1.5817 0.0225 0.27
H -2.1747 2.2958 -0.0832 0.26
H -3.2603 1.0391 -2.8987 0.26
H -2.5524 1.1097 1.2038 0.22
Cl -0.0174 -3.2780 -1.9518 -0.40
N 0.0306 -0.1939 2.5972 -0.64
C 0.0338 -0.0867 3.9531 0.34
C 1.2325 -0.3138 4.6794 -0.20
C 1.2129 -0.2998 6.0735 -0.18
C 0.0192 -0.0376 6.7657 -0.04
C -1.1541 0.2505 6.0499 -0.18
C -1.1510 0.2413 4.6577 -0.21
H 0.8357 -0.5144 2.0813 0.42
H -0.8245 -0.0587 2.0536 0.42
H 2.1552 -0.5099 4.1332 0.24
H 2.1333 -0.4970 6.6266 0.26
H 0.0052 -0.0527 7.8617 0.26
H -2.0766 0.4812 6.5852 0.26
H -2.0575 0.4668 4.0918 0.24

No. 4
18
Properties=species:S:1:pos:R:3:nbo_charge:R:1 method="wB97M-V/def2-TZVPD" e_tot_ev=-8901.2176 orbital_gap_ev=10.05 lumo_energy_ev=0.9156 charge=0
C 1.6009 1.2492 0.5428 -0.63
C 0.3808 1.4716 -0.3494 -0.21
N -0.4625 0.2730 -0.3748 -0.45
C -1.5834 0.2281 0.5409 -0.41
C 0.1182 -0.8544 -0.8997 0.69
C -0.3267 -2.2022 -0.3566 -0.72
O 1.0326 -0.7710 -1.7065 -0.63
H 2.2322 2.1414 0.6113 0.21
H 2.1942 0.4338 0.1209 0.23
H 1.2941 0.9658 1.5578 0.20
H 0.6872 1.7157 -1.3706 0.22
H -0.2292 2.2983 0.0287 0.19
H -2.1935 1.1274 0.4018 0.21
H -2.2191 -0.6327 0.3206 0.21
H -1.2779 0.1789 1.5975 0.18
H 0.4570 -2.9167 -0.6164 0.25
H -1.2760 -2.5440 -0.7819 0.23
H -0.4289 -2.1622 0.7338 0.22